Record 1
86
Properties=species:S:1:pos:R:3:forces:R:3 method="wB97M-V/def2-TZVPD" charge=-1 total_energy_ha=-4940.8967 e_homo_ev=-3.15 gap_ev=5.504 de_lowest_kj_mol=0.0
Ca -0.48552 0.11927 -0.07686 0.09 -0.04 0.12
C 4.00372 -1.81213 -1.89221 0.01 0.03 -0.02
C 2.95792 -2.68998 -1.20907 -0.03 0.02 -0.01
C 3.27129 -4.16379 -1.47558 0.02 -0.03 0.01
C 2.80273 -2.39746 0.27593 0.05 0.04 -0.01
C 2.13434 -3.28321 1.11937 -0.01 0.01 -0.01
C 1.98303 -3.02176 2.47332 0.01 -0.02 -0.01
C 2.48715 -1.85911 3.04562 0.00 0.01 -0.01
C 2.34475 -1.57791 4.51620 -0.01 0.01 0.01
C 3.12450 -0.95492 2.20392 0.00 -0.02 0.01
C 3.28313 -1.22111 0.85082 -0.02 0.01 -0.03
H 4.09677 -2.09654 -2.94222 0.00 0.00 0.01
H 4.98636 -1.92198 -1.42411 -0.01 -0.01 0.00
H 3.73483 -0.75541 -1.87026 -0.01 -0.01 0.00
H 1.98659 -2.46260 -1.66036 0.02 -0.03 0.00
H 4.18417 -4.47014 -0.95730 0.00 0.01 -0.01
H 3.41855 -4.32934 -2.54510 -0.01 0.00 0.00
H 2.46858 -4.82642 -1.15082 0.00 0.01 0.01
H 1.71421 -4.19618 0.71714 -0.01 0.00 0.01
H 1.45717 -3.73569 3.09817 0.00 0.01 -0.01
H 1.80597 -0.64505 4.68452 -0.01 0.01 0.00
H 3.32259 -1.48115 4.99346 0.00 -0.01 -0.01
H 1.80028 -2.37731 5.01940 0.00 0.00 -0.01
H 3.50559 -0.02383 2.60866 0.00 0.00 0.00
H 3.79190 -0.48901 0.23828 0.00 0.01 0.02
N -3.66441 1.50374 0.26844 0.01 0.05 -0.02
C -4.29759 0.39578 0.97408 0.02 -0.01 -0.06
C -3.69902 -0.95899 0.59707 -0.08 0.05 0.13
O -4.42129 -1.95898 0.63167 0.01 -0.03 -0.09
O -2.45841 -0.96352 0.29115 0.22 0.07 -0.07
H -2.68775 1.60862 0.53153 -0.03 0.00 0.13
H -4.10365 2.38003 0.52498 -0.01 0.00 -0.04
H -5.35418 0.36082 0.71297 -0.03 0.01 0.00
H -4.24400 0.46288 2.07187 0.04 -0.01 0.01
C 0.83792 2.02489 4.30782 -0.05 -0.03 0.02
Si -0.57970 1.52775 3.14594 0.05 0.08 -0.12
C -2.14503 2.33526 3.84024 0.04 -0.04 0.06
C -0.85141 -0.33078 3.36183 -0.01 -0.08 -0.01
N -0.29187 1.81067 1.49926 -0.10 -0.12 -0.17
C -0.26713 3.05906 0.88515 -0.01 0.10 -0.03
C -0.24915 4.25327 1.61641 -0.01 0.03 0.01
C -0.30821 5.51971 1.03603 0.00 -0.05 0.04
C -0.38857 5.61849 -0.33748 0.01 -0.05 -0.04
C -0.37086 4.45104 -1.09982 0.03 0.05 -0.02
C -0.26778 3.16315 -0.55680 -0.02 0.15 0.05
N -0.18188 2.02454 -1.35502 0.03 -0.17 0.15
Si 0.12183 2.09355 -3.02401 -0.08 0.02 0.08
C 0.36998 0.34163 -3.69469 -0.01 -0.02 -0.02
C -1.30780 2.80127 -4.05835 0.05 0.02 -0.04
C 1.70023 3.02172 -3.50030 0.00 -0.05 -0.05
H 0.71013 1.57279 5.29731 0.01 0.02 0.00
H 0.88877 3.10794 4.44493 0.00 -0.02 -0.02
H 1.80140 1.70103 3.90384 -0.02 -0.01 0.00
H -2.31792 2.00162 4.86914 -0.01 0.01 -0.01
H -3.01570 2.04603 3.24492 0.02 0.00 0.00
H -2.09203 3.42535 3.84257 0.01 -0.01 -0.01
H -0.72884 -0.62301 4.40950 -0.03 0.01 0.00
H -0.15859 -0.95264 2.78334 0.04 0.06 0.01
H -1.86367 -0.61217 3.05813 0.01 0.02 -0.02
H -0.19029 4.18682 2.69797 -0.01 -0.01 -0.01
H -0.29905 6.40308 1.66474 0.00 0.00 -0.01
H -0.46049 6.58259 -0.82824 0.00 0.00 0.00
H -0.43963 4.54765 -2.17848 0.01 -0.01 0.02
H -0.56264 -0.22992 -3.71021 -0.01 0.02 0.01
H 1.10131 -0.23887 -3.12671 -0.01 0.02 -0.01
H 0.71916 0.41857 -4.73003 0.01 -0.02 0.02
H -2.25366 2.63368 -3.53578 0.01 -0.01 -0.01
H -1.36787 2.31696 -5.03855 0.01 0.01 0.01
H -1.21295 3.87672 -4.23014 -0.01 -0.02 0.02
H 2.57288 2.49369 -3.10464 -0.01 0.01 0.00
H 1.72438 4.04033 -3.11005 -0.03 -0.02 0.01
H 1.80268 3.06897 -4.58969 0.01 0.01 0.02
C -2.85277 -1.53833 -2.49131 -0.05 -0.03 -0.07
As -1.43146 -2.64714 -1.81464 0.10 0.06 0.05
C -2.11967 -3.95133 -0.59394 0.00 -0.05 -0.04
C -0.80429 -3.64278 -3.34636 -0.07 -0.05 0.02
O -0.09050 -1.84273 -1.23721 -0.20 -0.01 0.02
H -2.98748 -1.75706 -3.55033 -0.03 0.02 -0.01
H -2.60060 -0.48788 -2.35798 0.03 -0.01 0.01
H -3.75986 -1.75152 -1.92871 0.01 -0.02 0.00
H -3.02659 -4.38752 -1.01170 0.01 -0.01 -0.01
H -2.37015 -3.44845 0.33545 0.00 0.03 -0.02
H -1.35866 -4.71870 -0.45782 0.01 -0.01 0.03
H -1.58592 -4.29627 -3.73450 0.00 0.01 -0.01
H 0.05637 -4.23656 -3.04214 0.01 0.00 0.01
H -0.49667 -2.93372 -4.11354 0.01 0.01 0.01

---

Record 2
18
Properties=species:S:1:pos:R:3:forces:R:3 method="wB97M-V/def2-TZVPD" charge=0 total_energy_ha=-326.9969 e_homo_ev=-7.02 gap_ev=7.734 de_lowest_kj_mol=353.0
C -1.77745 -0.95264 -0.51613 0.03 -0.02 0.00
C -1.53405 0.14845 0.50979 -0.10 0.02 0.01
N -0.10818 0.53685 0.63545 0.19 0.14 -0.03
C 0.49850 0.65975 1.82311 -0.02 -0.10 0.11
C 0.62651 0.82434 -0.44968 -0.12 -0.04 -0.11
C 1.97254 0.21020 -0.65036 0.13 0.34 0.29
O 1.94471 -0.64053 -1.79675 -0.10 -0.24 -0.04
H -2.85309 -1.08984 -0.67119 0.17 0.03 0.08
H -1.35932 -1.90929 -0.18445 -0.01 0.15 -0.03
H -1.33206 -0.69606 -1.48177 -0.09 -0.02 0.15
H -2.08885 1.05323 0.23546 0.09 -0.09 0.06
H -1.87042 -0.14792 1.50818 0.11 0.08 -0.12
H 1.21203 1.46226 1.92913 0.14 -0.30 -0.05
H 0.28454 -0.01278 2.64289 -0.29 0.09 -0.06
H 0.12337 1.26135 -1.30571 -0.09 -0.26 -0.05
H 2.78282 0.91629 -0.85572 -0.12 -0.04 0.05
H 2.24395 -0.34626 0.26451 -0.09 0.14 -0.12
H 1.23444 -1.27741 -1.63675 0.16 0.11 -0.15

---

Record 3
68
Properties=species:S:1:pos:R:3:forces:R:3 method="wB97M-V/def2-TZVPD" charge=+2 total_energy_ha=-6063.1131 e_homo_ev=-13.51 gap_ev=5.624 de_lowest_kj_mol=366.9
C 0.90985 3.04039 1.22748 -0.55 -0.32 -0.70
C -0.04163 3.17740 0.16418 -0.35 0.39 0.89
C -1.34963 3.00535 0.72350 0.42 0.53 0.16
H 0.17266 3.50745 -0.84795 -0.06 -0.29 0.16
C -1.20792 2.76752 2.13238 0.41 0.01 -0.86
C 0.19397 2.76327 2.43534 -0.28 -0.52 -0.05
H 0.61924 2.72207 3.43828 -0.10 -0.07 -0.34
H 1.97264 3.25804 1.15704 -0.23 -0.23 -0.02
H -2.29421 3.19154 0.20562 0.46 -0.25 0.16
H -2.01414 2.76929 2.85544 0.14 -0.18 -0.14
Sn -0.26991 0.63781 0.89870 0.08 0.46 -0.02
C -1.64673 -2.81487 -4.38855 -0.05 -0.09 -0.12
H -2.35631 -2.82733 -3.55255 0.16 0.02 -0.20
H -1.94639 -2.05220 -5.11887 0.10 -0.21 0.25
H -0.63674 -2.59692 -4.02039 -0.22 -0.04 -0.11
Si -0.32520 -0.11919 -1.65921 -0.31 1.15 -0.65
C 1.41395 0.03221 -2.34270 0.06 -0.62 0.70
C 2.20472 1.20092 -2.32028 0.15 -0.34 -0.14
H 1.84556 2.10846 -1.82503 0.06 -0.27 -0.30
C 3.46551 1.19407 -2.92900 -0.08 0.06 0.08
H 4.06355 2.10458 -2.94296 -0.16 -0.18 0.05
C 3.97183 0.03572 -3.53151 -0.60 -0.14 0.15
H 4.94809 0.04052 -4.02364 -0.37 0.01 0.23
C 3.19892 -1.13128 -3.50355 0.14 -0.06 -0.08
H 3.57969 -2.04241 -3.95765 -0.02 0.15 0.06
C 1.93678 -1.14579 -2.90567 0.34 0.38 0.02
H 1.35075 -2.06989 -2.86530 0.25 0.28 -0.24
C -1.43338 1.09020 -2.52890 -0.16 0.15 0.23
C -1.00030 1.65317 -3.74241 -0.30 0.09 0.21
H -0.01246 1.39800 -4.13790 -0.42 0.09 0.02
C -1.82821 2.54505 -4.42943 -0.12 -0.01 0.02
H -1.49558 2.95283 -5.38003 -0.06 -0.02 0.15
C -3.07974 2.90256 -3.91642 0.33 -0.36 0.19
H -3.73374 3.58135 -4.46889 0.27 -0.21 0.22
C -3.49237 2.36714 -2.68916 -0.04 -0.11 0.10
H -4.46303 2.64254 -2.27911 0.20 -0.02 -0.10
C -2.68107 1.46903 -1.99214 0.17 0.15 -0.62
H -3.01154 1.06128 -1.02917 0.04 0.16 -0.41
H -0.89654 -1.50084 -1.64524 0.35 0.15 0.23
H -1.64559 -3.79959 -4.87565 0.00 0.34 0.17
C 1.08753 -2.81309 0.38786 1.75 0.16 -0.61
As 1.77897 -1.09295 1.30450 -2.12 0.88 1.85
C 3.10995 0.43381 1.70607 1.41 -1.57 -0.68
C 1.30961 -1.81708 3.09269 0.08 0.10 -1.02
C 2.32824 -2.44856 3.83252 -0.54 0.20 0.24
C 2.00692 -3.13698 5.00831 -0.19 0.02 0.01
C 0.67701 -3.21361 5.44195 0.24 0.53 -0.66
C -0.33994 -2.61124 4.67736 -0.46 -0.20 0.39
C -0.02337 -1.92900 3.51430 -0.14 -0.78 -0.37
As -1.67384 -0.93331 2.57582 1.78 2.66 0.52
C -3.31435 -0.36271 1.38909 -0.59 -2.18 0.50
C -1.81627 0.22141 4.15731 -0.62 -0.27 0.20
H 1.15605 -2.69578 -0.69751 0.02 -0.09 0.32
H 0.05679 -2.99592 0.70786 0.29 0.56 0.26
H 1.75720 -3.60734 0.74282 -0.32 0.18 -0.18
H 2.69777 1.08141 2.48608 -0.48 -0.58 -0.20
H 4.02948 -0.05787 2.04942 -0.14 0.48 -0.13
H 3.28392 0.98359 0.77294 -0.11 -0.29 0.23
H 3.36483 -2.40185 3.47235 -0.49 -0.02 0.26
H 2.79552 -3.62560 5.58518 -0.27 0.16 -0.20
H 0.42991 -3.73027 6.36252 -0.04 0.04 -0.13
H -1.38530 -2.66144 5.00660 0.54 -0.18 -0.05
H -3.42718 0.72394 1.32932 0.77 -0.14 0.48
H -3.17277 -0.81939 0.40293 -0.07 0.09 0.33
H -4.15779 -0.82115 1.91924 0.06 0.23 -0.44
H -2.14067 -0.44539 4.97218 0.09 0.47 -0.15
H -0.83688 0.65145 4.40505 -0.31 -0.20 -0.20
H -2.56665 1.00544 4.00650 0.21 -0.27 0.08

---

Record 4
28
Properties=species:S:1:pos:R:3:forces:R:3 method="wB97M-V/def2-TZVPD" charge=-1 total_energy_ha=-1427.1002 e_homo_ev=-2.78 gap_ev=5.746 de_lowest_kj_mol=0.0
O -0.03320 -1.20095 -5.48750 -0.29 -0.65 0.46
S 0.01369 0.05007 -4.75708 0.92 -0.57 -1.45
O 0.24387 1.18232 -5.61843 -0.13 0.81 0.50
C 1.23584 -0.07306 -3.45098 -0.68 0.46 1.25
C 1.25160 1.05659 -2.40913 0.87 0.62 -0.59
N -0.02596 1.89181 -2.51099 0.85 -1.34 1.72
C -0.99969 1.49258 -1.94440 -1.19 0.64 -1.44
S -2.48076 0.95789 -1.64805 -0.06 0.01 0.41
H -1.18863 0.18025 -4.13084 0.25 0.10 0.17
H 2.21530 -0.13110 -3.91594 -0.01 -0.06 -0.44
H 1.05086 -1.03336 -2.96793 -0.35 -0.28 -0.29
H 2.06396 1.72311 -2.69877 -0.20 0.30 -0.23
C 0.21677 -1.69351 4.02431 -0.02 0.07 0.05
O 0.49478 -0.31362 3.90872 -0.01 -0.17 -0.03
C 1.15398 0.01599 2.68781 -0.04 0.32 0.19
C 0.20536 0.62594 1.68211 0.13 -0.07 -0.42
O -0.75022 -0.31725 1.23226 -0.12 -0.18 0.31
C -2.02723 -0.16524 1.81748 0.04 0.04 -0.10
H -0.43870 -1.83071 4.88429 0.02 0.04 0.03
H -0.28745 -2.07892 3.13467 0.04 -0.02 -0.02
H 1.14123 -2.25817 4.19515 -0.03 -0.07 -0.05
H 1.64330 -0.86497 2.26328 -0.04 -0.03 -0.03
H 1.92921 0.74942 2.93147 0.01 -0.01 -0.03
H 0.77806 0.94242 0.80299 0.01 0.01 -0.02
H -0.28656 1.50857 2.10333 -0.01 -0.02 0.07
H -2.51970 0.72821 1.42122 -0.05 0.00 0.05
H -1.98042 -0.10719 2.91003 0.07 0.02 0.01
H -2.61928 -1.03710 1.54094 0.01 0.01 -0.07

---

Record 5
18
Properties=species:S:1:pos:R:3:forces:R:3 method="wB97M-V/def2-TZVPD" charge=0 total_energy_ha=-728.5028 e_homo_ev="-7.09 / -8.15" gap_ev="7.505 / 8.841" de_lowest_kj_mol=357.1
C 1.20425 0.41747 1.35483 2.23 1.44 -1.83
C 0.11879 -1.63054 1.34473 -0.74 -1.20 -0.23
C -1.04687 1.45616 -0.09770 -1.94 -0.97 3.39
C -0.26479 -0.33225 -2.65401 1.70 -0.84 -1.00
N -0.05571 -0.19233 1.01926 1.60 -3.66 1.74
N -0.82213 0.04473 -0.00305 -1.04 0.08 -0.79
Cl -1.63739 0.14847 -3.56165 -0.23 0.07 0.18
H 1.38821 0.43309 2.45556 -0.27 0.28 -0.94
H 2.14849 -0.13316 0.85429 -2.03 0.79 0.98
H 1.21846 1.41310 0.82458 0.29 -0.70 1.32
H -0.53467 -2.32754 0.70210 1.02 1.41 0.73
H 1.21999 -1.90097 1.22895 -1.53 0.04 0.22
H -0.23200 -1.78598 2.39306 0.58 0.01 -0.62
H -2.10631 1.71207 -0.01854 -0.06 -0.23 -0.43
H -0.58481 1.94918 0.73283 0.20 0.65 0.44
H -0.62845 1.75879 -0.93426 1.58 2.05 -4.23
H 0.02715 -1.40524 -2.85561 -0.56 1.25 0.61
H 0.58778 0.37496 -2.78539 -0.82 -0.48 0.44

---

Record 6
25
Properties=species:S:1:pos:R:3:forces:R:3 method="wB97M-V/def2-TZVPD" charge=+1 total_energy_ha=-368.4040 e_homo_ev="-14.76 / -14.75" gap_ev="11.272 / 5.502" multiplicity=2 de_lowest_kj_mol=235.1
C 0.25759 1.78283 1.56263 -0.92 0.40 0.53
C -0.62044 0.88679 0.63253 -1.71 0.79 -3.31
C 0.11131 -0.35429 0.25069 0.49 -2.80 -1.79
C 1.60000 -0.36417 -0.36104 -1.13 2.33 -1.27
C 1.55445 -0.62563 -1.94339 -2.51 -1.17 2.78
C 2.50805 -1.25041 0.42512 2.55 -0.23 2.63
N -1.91005 0.48282 1.20651 2.03 1.07 2.45
H -0.41440 2.53133 2.00466 0.87 0.16 -0.09
H 1.13416 2.14210 1.02508 -0.65 0.51 -0.61
H 0.75184 1.18424 2.30592 -0.40 -0.57 0.73
H -0.97401 1.44964 -0.39670 1.10 -0.68 2.61
H 0.08075 -1.11662 1.05950 0.03 0.55 -0.15
H -0.53823 -0.79597 -0.55707 0.61 0.05 0.73
H 2.00516 0.68374 -0.19066 -0.32 -1.10 -0.35
H 2.51125 -0.80464 -2.33284 1.15 -0.39 -0.61
H 0.99890 0.07574 -2.52445 0.08 1.33 -0.14
H 0.83510 -1.47837 -2.03393 1.22 -0.14 -0.18
H 2.51806 -2.37656 0.42518 -0.95 1.11 -0.37
H 2.39522 -0.89666 1.52587 0.20 -0.92 -1.52
H 3.61405 -1.03434 0.24055 -1.45 0.01 -0.16
H -1.83366 -0.13798 2.02381 0.10 -0.83 -0.69
H -2.62578 1.14432 1.50311 -0.33 0.57 -1.07
H -2.10831 -0.31855 -1.90173 -1.16 -0.31 -0.36
H -3.00270 -0.31107 -0.72387 -0.56 -0.09 0.63
O -3.05535 -0.47135 -1.66215 1.65 0.34 -0.40

---

- Which value of charge does entry 6 give?
  +1

---

- Which of these has the highest charge?
  C28H36As2SiSn